Entry from the Open Molecules 2025 dataset: C5H9NO in the gas phase (ωB97M-V/def2-TZVPD).

XYZ file:
```
16
Properties=species:S:1:pos:R:3:forces:R:3:lowdin_charge:R:1
C -0.17512 -1.58344 -0.32554 0.013 -0.028 -0.033 -0.038
C -0.15955 -0.09903 0.02194 -0.112 -0.088 0.079 -0.440
C -1.41589 0.33456 0.78166 -0.076 0.018 0.052 -0.028
C 1.19585 0.40895 0.59847 0.056 -0.075 0.235 -0.109
N 1.40172 1.11419 -0.66163 0.030 0.184 -0.207 0.101
C 0.18397 0.78934 -1.19567 -0.153 0.044 -0.261 -0.464
O -0.37963 1.10236 -2.21562 0.229 -0.113 0.360 0.084
H -1.01300 -1.79770 -0.99740 0.111 0.025 0.102 0.089
H -0.29234 -2.19587 0.57639 0.021 0.101 -0.116 0.087
H 0.74910 -1.88278 -0.83251 -0.116 0.040 0.085 0.089
H -2.26890 -0.29534 0.50239 0.149 0.182 0.007 0.083
H -1.68348 1.37506 0.55931 0.088 -0.189 0.102 0.090
H -1.27372 0.23919 1.86692 -0.017 -0.031 -0.252 0.083
H 1.10136 1.06870 1.46874 -0.021 -0.092 -0.132 0.115
H 1.93817 -0.37104 0.80241 -0.116 0.104 -0.033 0.114
H 2.09148 1.79285 -0.94984 -0.087 -0.079 0.013 0.143
```
Forces are in eV/Å.

Properties
HOMO level (eV): -9.6
Relative energy (zero: lowest compared OMol25 entry of this formula, charge and spin) (kJ/mol): 74.2
SMILES string: CC1(C)CNC1=O
E_tot (eV): -8868.4435
Frontier orbital gap (eV): 10.44
E_LUMO (eV): 0.84

=====

Entry from the Open Molecules 2025 dataset: a molecular structure, C21H36Cl3N2O4PbSi in a non-equilibrium geometry (ωB97M-V/def2-TZVPD).

XYZ file:
```
68
Properties=species:S:1:pos:R:3:forces:R:3:lowdin_charge:R:1
C 0.65995 5.65783 0.90921 0.408 0.674 -1.080 -0.073
C -0.20209 4.54953 0.34249 -0.829 -0.098 0.506 -0.190
H 0.03964 6.57699 1.01017 0.495 -0.529 -0.009 0.069
H 1.44043 5.86468 0.15489 0.038 0.141 0.396 0.026
H 1.13795 5.47623 1.88548 -0.244 -0.415 -0.429 0.081
C -1.29541 4.91861 -0.39824 0.582 -0.393 1.702 -0.137
C -1.43446 6.27233 -1.03093 -0.039 0.118 -0.417 -0.118
H -2.24067 4.36199 -0.38618 0.839 -0.550 -0.549 0.106
H -0.59288 6.41633 -1.71504 0.094 0.224 0.158 0.069
H -1.50674 7.14942 -0.36457 0.118 -0.389 -0.011 0.071
H -2.33124 6.26398 -1.65576 -0.029 0.121 0.069 0.062
Pb 0.69500 -2.30827 2.06320 0.698 -0.257 -0.640 0.657
Cl -0.89418 -2.11728 3.98177 -0.742 -0.902 0.605 -0.203
Cl 2.36725 4.95880 -2.25204 1.036 3.196 1.984 -0.074
C -2.14937 -1.98962 0.85316 1.098 0.543 -1.089 -0.340
O -0.99532 -1.85392 0.36384 -1.372 -0.606 0.824 -0.201
N -3.27316 -1.88418 0.15061 -0.078 -0.706 -0.524 -0.179
C -3.31598 -2.01374 -1.31075 0.089 0.279 0.048 -0.031
C -4.50113 -2.24160 0.84648 0.308 -0.067 0.309 -0.048
H -2.29909 -2.20908 1.91557 0.030 0.256 0.070 0.053
H -2.43626 -1.53944 -1.76246 -0.254 -0.172 0.203 0.089
H -4.23564 -1.52135 -1.66730 0.458 -0.092 0.085 0.088
H -3.36374 -3.07834 -1.60197 0.094 0.333 0.122 0.099
H -4.52889 -1.67007 1.77796 -0.308 -0.071 -0.129 0.093
H -4.46987 -3.31247 1.09625 -0.426 0.194 -0.135 0.096
H -5.35349 -1.99859 0.20466 0.133 -0.092 0.321 0.089
H 1.79550 3.66895 -2.99936 -0.287 -2.364 -2.026 -0.250
H -0.91059 3.86690 -2.71411 0.390 -0.457 -0.194 0.068
C 1.62364 2.76216 -3.73250 0.760 1.057 0.889 -0.226
C -0.76706 3.14695 -3.54158 0.142 -0.200 -0.084 -0.065
N 0.36318 2.23526 -3.36585 -1.902 -2.221 -0.633 -0.201
H 2.41692 2.05030 -3.57788 0.007 -0.302 -0.213 0.060
C 0.16641 0.85698 -3.33643 0.836 1.505 0.063 -0.339
O 1.08260 0.05202 -3.22284 -1.025 0.102 -0.316 -0.014
H -1.68552 2.55064 -3.62642 0.069 0.221 -0.133 0.073
H -0.91584 0.58417 -3.40726 0.343 -0.084 0.238 0.118
H 1.64126 3.18566 -4.73478 -0.215 -0.146 -0.446 0.076
H -0.58439 3.73710 -4.45169 -0.274 -0.179 0.090 0.088
O 1.31436 2.52121 0.68023 -1.816 0.652 -0.322 -0.158
C 0.06689 3.12662 0.96044 -0.741 0.553 0.324 -0.265
C -1.53394 1.84499 -0.63785 -0.097 -0.003 -0.270 -0.023
C -1.15361 2.27873 0.63521 -0.621 -0.950 0.622 -0.195
H -0.80181 1.92403 -1.45083 -0.490 0.087 0.511 0.086
C -2.83340 1.33974 -0.87922 0.420 0.038 0.276 -0.091
H 0.01554 3.31530 2.05441 0.153 -0.218 -0.391 0.139
C -2.03870 1.99794 1.69800 -0.090 0.610 -0.328 -0.056
H -3.14276 1.03073 -1.88939 0.297 0.240 0.438 0.095
C -3.74210 1.20954 0.17409 0.356 -0.120 0.286 -0.128
C -3.32807 1.50806 1.47989 0.240 -0.139 -0.094 -0.094
H -1.71497 2.26355 2.70519 -0.159 -0.158 -0.168 0.109
H -4.73850 0.79040 0.01889 0.196 0.221 -0.111 0.091
H -3.99354 1.33278 2.33576 0.257 0.116 -0.411 0.100
Si 2.87458 2.17317 0.66873 1.832 -2.884 -0.660 0.372
Cl 0.72009 0.02202 2.47068 0.452 1.753 0.015 -0.030
C 3.25797 1.69717 -1.07332 0.509 1.340 -0.673 -0.180
C 3.96230 0.58956 1.17690 -0.025 -0.814 0.708 -0.220
C 3.83976 3.14379 1.84650 0.955 1.679 0.819 -0.186
H 2.83124 0.70267 -1.25707 -0.190 0.394 -0.085 0.050
H 4.34284 1.60976 -1.22895 -0.200 0.030 0.165 0.045
H 2.93258 2.47646 -1.74486 -0.302 -0.248 -0.382 -0.054
H 3.82913 4.20112 1.59541 -0.011 0.417 0.432 0.022
H 4.89181 2.79955 1.84920 -0.598 0.390 -0.231 0.030
H 3.48993 2.96273 2.88740 -0.063 0.217 -0.641 0.057
H 3.50126 -0.29350 1.60680 -0.179 -0.231 0.277 -0.040
H 4.78300 0.89375 1.84591 -0.494 -0.213 0.224 0.003
H 4.52145 0.22207 0.30730 -0.429 0.094 -0.072 0.010
O -0.72927 -6.12208 2.54424 1.268 1.438 -0.310 0.039
C 0.03299 -5.29149 2.37010 -1.474 -1.963 0.427 -0.074
```
Forces are in eV/Å.

Properties
HOMO level (eV): -3.6
Relative energy (zero: lowest compared OMol25 entry of this formula, charge and spin) (kJ/mol): 446.3
Total charge: -1
E_tot (eV): -84225.9674
Frontier orbital gap (eV): 5.39
E_LUMO (eV): 1.84

=====

- Which of these has the lowest E_LUMO?
  C5H9NO

=====

- Which of these has the lowest E_LUMO?
  C5H9NO

=====

- relative energy (zero: lowest compared OMol25 entry of this formula, charge and spin) of number 1 (C5H9NO)?
  74.2 kJ/mol

=====

- What is the E_LUMO in the first record?
  0.84 eV